# 1
C4H11O2P | wB97M-V/def2-TZVPD

Computed properties:
- ΔE to the lowest compared entry with this formula, charge and spin (kcal/mol) = 29.9
- total charge = 0
- SMILES = COP(C)C.C=O
- orbital gap (eV) = 9.67

Positions of all 18 atoms, in Å:
C: -0.045 1.062 1.646
C: 1.516 -0.873 -1.345
C: -1.734 1.697 -2.018
C: -0.307 -1.663 1.595
O: 1.203 -0.404 -0.019
O: -1.577 1.950 -3.185
P: -0.322 -0.201 0.392
H: 0.197 1.995 1.125
H: -0.925 1.224 2.265
H: 1.646 -1.967 -1.533
H: 2.626 -0.591 -1.491
H: 0.893 -0.458 -2.132
H: -2.444 0.923 -1.677
H: -1.075 2.157 -1.263
H: 0.879 0.826 2.178
H: 0.284 -1.228 2.404
H: -1.241 -2.098 1.946
H: 0.425 -2.351 1.110


# 2
C20H30N4O2 | wB97M-V/def2-TZVPD

Computed properties:
- ΔE to the lowest compared entry with this formula, charge and spin (kcal/mol) = 85.9
- total charge = 0
- SMILES = CCCCc1nc2cc(/C=C/C(=O)NO)ccc2n1CCN(CC)CC
- orbital gap (eV) = 8.32

Positions of all 56 atoms, in Å:
C: 1.922 5.170 -0.043
C: 1.579 3.981 0.846
C: 2.807 3.118 1.127
C: 2.475 1.915 2.019
C: 1.429 1.028 1.443
N: 0.198 1.019 1.867
C: -0.455 0.072 1.123
C: -1.775 -0.345 1.166
C: -2.180 -1.352 0.294
C: -1.249 -1.920 -0.602
C: 0.065 -1.516 -0.659
C: 0.459 -0.508 0.210
N: 1.657 0.119 0.437
C: 2.863 -0.121 -0.305
H: 3.711 0.267 0.260
H: 2.988 -1.202 -0.419
C: 2.784 0.546 -1.703
N: 3.967 0.497 -2.520
C: 4.951 1.539 -2.329
C: 5.887 1.423 -1.118
H: 5.357 1.576 -0.182
H: 6.662 2.182 -1.191
H: 6.367 0.447 -1.095
H: 4.416 2.492 -2.278
H: 5.566 1.559 -3.235
C: 4.514 -0.820 -2.786
C: 3.533 -1.703 -3.551
H: 4.045 -2.594 -3.907
H: 3.137 -1.161 -4.406
H: 2.704 -2.019 -2.924
H: 4.834 -1.343 -1.869
H: 5.402 -0.672 -3.405
H: 1.966 0.071 -2.253
H: 2.512 1.597 -1.572
H: 0.755 -1.974 -1.351
H: -1.588 -2.702 -1.265
C: -3.535 -1.857 0.267
C: -4.564 -1.482 1.040
C: -5.872 -2.115 0.878
O: -6.164 -2.971 0.052
N: -6.837 -1.641 1.708
H: -6.692 -1.144 2.571
O: -8.075 -2.293 1.667
H: -7.948 -2.918 0.918
H: -4.480 -0.720 1.800
H: -3.740 -2.632 -0.462
H: -2.455 0.109 1.866
H: 3.384 1.338 2.212
H: 2.088 2.275 2.973
H: 3.230 2.777 0.180
H: 3.567 3.721 1.628
H: 0.811 3.372 0.365
H: 1.167 4.335 1.791
H: 2.309 4.834 -1.004
H: 2.677 5.795 0.428
H: 1.039 5.777 -0.225